[1]
Here is a molecular structure, C3H5NS in a non-equilibrium geometry from the Open Molecules 2025 dataset. Energies are from ωB97M-V/def2-TZVPD.

ORCA input file:
```
! RIJCOSX wB97M-V def2-TZVPD def2/J DEFGRID3
* xyz 0 1
C 0.34940 -1.03574 -0.15756
C -0.63078 -0.05292 0.23176
C 0.01424 1.29156 -0.22818
H 0.08383 -1.34516 -1.30392
H 0.19309 -2.10897 0.19819
H -1.77492 -0.27336 -0.17865
H -0.54825 -0.02628 1.45537
H -0.73965 2.22852 -0.05485
N 1.17989 1.37597 -0.03017
S 1.87314 -0.05361 0.06801
*
```

Summary:
* E_LUMO: 0.9 eV
* highest occupied orbital energy: -8.68 eV

These are the Löwdin partial charges, in e, on atoms 1 to 4: number 1, C, carries -0.54; number 2, C, carries -0.32; number 3, C, carries -0.36; number 4, H, carries 0.12



[2]
Here is a single C22H28BrClN2O6S2 molecule in a non-equilibrium geometry from the Open Molecules 2025 dataset. Energies are from ωB97M-V/def2-TZVPD.

ORCA input file:
```
! RIJCOSX wB97M-V def2-TZVPD def2/J DEFGRID3
* xyz 0 1
C -6.62794 4.67483 0.02556
C -6.28255 3.50184 1.15795
C -5.74168 2.14688 0.35899
C -5.69512 0.87047 1.39902
C -4.70910 -0.29123 0.77855
C -3.25271 -0.35851 1.53884
C -2.40275 -1.62297 0.86494
C -1.11555 -1.87891 1.84100
C 0.34076 -1.95324 1.06203
C 1.04133 -0.44421 0.86104
C 1.54636 -0.23737 -0.66827
Cl -0.03101 -0.28801 -1.72966
C 2.47949 -1.45454 -1.25681
C 4.00939 -1.04939 -1.66030
O 4.85918 -0.30096 -0.91494
C 4.69868 -1.63351 -3.06834
C 6.11289 -2.49104 -2.82090
C 7.01673 -3.13838 -4.03899
C 6.41657 -2.89338 -5.57886
C 5.00562 -2.04229 -5.82615
C 4.11162 -1.38498 -4.57426
O 2.13287 1.01754 -1.06713
S 2.74395 2.02604 0.10250
O 2.90282 3.43492 -0.59516
O 1.66463 2.35905 1.40030
C 2.22721 1.47188 2.47242
N 1.54431 1.71867 3.83319
C 0.29811 2.27593 3.65340
S -1.40159 2.57029 3.61356
C 2.12818 -0.14481 2.04699
Br 1.64571 -1.00079 3.84083
O 3.48205 -0.72610 1.75720
N 4.14120 -0.87358 2.92037
O 5.28840 -0.41406 2.81187
H -5.60218 4.91183 -0.50885
H -7.43263 4.22543 -0.70889
H -7.05005 5.64399 0.53381
H -5.36867 3.90313 1.78201
H -7.22073 3.26508 1.83720
H -6.49078 1.91097 -0.52007
H -4.68870 2.37991 -0.13857
H -6.79435 0.45312 1.55395
H -5.22065 1.23601 2.42527
H -4.56261 -0.08170 -0.37396
H -5.19751 -1.36945 0.90745
H -2.60267 0.61510 1.41071
H -3.34896 -0.58321 2.70794
H -2.15690 -1.46947 -0.26765
H -3.09125 -2.59007 0.93544
H -1.09688 -1.08729 2.73467
H -1.28963 -2.92801 2.38123
H 0.09515 -2.47117 0.01419
H 1.10016 -2.72559 1.56580
H 0.12209 0.30102 1.02370
H 2.56819 -2.39271 -0.53262
H 1.97404 -1.88826 -2.24795
H 6.52790 -2.63169 -1.71522
H 8.01054 -3.74096 -3.82188
H 7.07161 -3.35083 -6.44819
H 4.68002 -1.94486 -6.96055
H 3.12038 -0.77994 -4.75864
H 3.36702 1.74355 2.64891
*
```

Summary:
* E_LUMO: -1.1 eV
* highest occupied orbital energy: -8.88 eV

These are the Löwdin partial charges, in e, on atoms 1 to 4: number 1, C, carries -0.16; number 2, C, carries -0.27; number 3, C, carries -0.24; number 4, C, carries -0.22



[3]
Here is 7 unconnected molecules or ions with the total composition C6H28N2O6 in a non-equilibrium geometry from the Open Molecules 2025 dataset. Energies are from ωB97M-V/def2-TZVPD.

ORCA input file:
```
! RIJCOSX wB97M-V def2-TZVPD def2/J DEFGRID3
* xyz 0 1
C 0.08406 2.57506 -0.08412
C 1.60689 2.70921 0.02432
N 2.42875 1.78644 -0.83194
C 3.21946 0.94944 0.06349
C 2.45882 -0.06748 0.90587
C 1.95642 -1.11622 -0.10565
C 1.54451 -2.42562 0.55376
N 0.22553 -2.21872 1.20794
H -0.18812 2.95068 -1.06779
H -0.40312 3.33066 0.54700
H -0.27600 1.59085 0.18032
H 1.71121 3.71529 -0.40043
H 1.96914 2.72309 1.05710
H 1.88131 1.29198 -1.52320
H 3.91356 0.45516 -0.62786
H 3.82436 1.55187 0.77268
H 1.53677 0.35213 1.33304
H 3.02770 -0.51079 1.73491
H 2.87167 -1.41432 -0.67901
H 1.21078 -0.84908 -0.86286
H 1.51788 -3.32111 -0.06603
H 2.26708 -2.77660 1.32697
H 0.22807 -1.26499 1.57900
H 0.23182 -2.61086 2.15436
O -1.98378 -1.92978 -1.03139
H -2.47540 -1.56669 -0.26944
H -1.22067 -2.08142 -0.43550
O -1.59501 -0.48025 -2.86737
H -1.36402 -1.09619 -3.55901
H -1.43023 -0.94132 -2.03129
O -3.69402 0.66370 -0.64558
H -3.21416 0.73023 -1.47280
H -3.49979 1.45381 -0.13238
O -3.10496 -1.37286 1.85248
H -3.31131 -0.87341 1.04356
H -2.35419 -1.92549 1.61422
O 0.62987 1.64944 -3.08408
H 0.14865 2.43488 -2.86456
H -0.05574 0.96670 -3.14660
O -1.20007 -0.19665 4.11901
H -2.03674 -0.21957 3.62934
H -0.69545 0.37257 3.53118
*
```

Summary:
* E_LUMO: 0.2 eV
* highest occupied orbital energy: -8.57 eV

These are the Löwdin partial charges, in e, on atoms 1 to 4: number 1, C, carries -0.10; number 2, C, carries -0.26; number 3, N, carries -0.05; number 4, C, carries -0.27



[4]
Here is a single C4H7NO molecule in a non-equilibrium geometry from the Open Molecules 2025 dataset. Energies are from ωB97M-V/def2-TZVPD.

ORCA input file:
```
! RIJCOSX wB97M-V def2-TZVPD def2/J DEFGRID3
* xyz 0 1
C -2.06585 0.06788 0.44497
N -0.76440 0.69393 0.35165
C -0.21600 0.29937 -0.71502
C 1.10682 -0.34097 -0.56978
C 2.10788 0.23177 0.31898
O 1.32773 -0.85965 0.74642
H -1.85263 -1.00140 0.63334
H -2.71210 0.11480 -0.44623
H -2.51325 0.48240 1.32925
H -0.77969 0.15931 -1.64984
H 1.35118 -1.05541 -1.35091
H 3.15425 0.01829 0.13303
H 1.85606 1.18968 0.77415
*
```

Summary:
* E_LUMO: 0.6 eV
* highest occupied orbital energy: -8.95 eV

These are the Löwdin partial charges, in e, on atoms 1 to 4: number 1, C, carries -0.13; number 2, N, carries 0.01; number 3, C, carries -0.17; number 4, C, carries -0.27



[5]
Here is 2 unconnected molecules or ions with the total composition H4N2O3Si in a non-equilibrium geometry from the Open Molecules 2025 dataset. Energies are from ωB97M-V/def2-TZVPD.

ORCA input file:
```
! RIJCOSX wB97M-V def2-TZVPD def2/J DEFGRID3
* xyz 0 1
N -0.12346 -1.22135 -0.39342
N 2.35766 -0.53980 0.21178
O 2.67006 -1.10329 -0.82152
O 3.17449 -0.23223 1.06916
O 0.27797 2.28937 -0.94427
Si 0.65558 0.05079 0.47278
H 0.40416 -1.43748 -1.15592
H -1.02650 -0.99493 -0.68896
H 1.00553 2.62813 -1.51403
H 0.72167 0.56576 1.94643
*
```

Summary:
* E_LUMO: -1.6 eV
* highest occupied orbital energy: -9.75 eV

These are the Löwdin partial charges, in e, on atoms 1 to 4: number 1, N, carries -0.02; number 2, N, carries -0.50; number 3, O, carries 0.02; number 4, O, carries 0.00



[6]
Here is a molecular structure, C25H19Cl2N4ORhS from the Open Molecules 2025 dataset. Energies are from ωB97M-V/def2-TZVPD.

ORCA input file:
```
! RIJCOSX wB97M-V def2-TZVPD def2/J DEFGRID3
* xyz 0 1
Rh 0.68909 -1.29444 0.59510
N 0.98386 -5.36014 1.24991
C 1.09104 -4.02759 1.27652
O 0.18789 -3.32880 0.77652
C 2.28663 -3.40230 1.93150
C 2.43191 -1.93572 1.51916
H 0.15523 -5.77885 0.86179
H 1.69389 -5.94654 1.64802
H 3.17361 -4.01636 1.74218
H 2.10548 -3.47622 3.00436
H 3.10980 -1.85295 0.65384
H 2.87736 -1.36283 2.33061
N -0.43264 5.46647 -7.07125
C -0.32632 4.71215 -6.21104
C -0.19357 3.76685 -5.13456
C -1.17536 3.69058 -4.14940
C -1.04419 2.77723 -3.11840
C 0.06664 1.94068 -3.05414
C 1.04650 2.02695 -4.03804
C 0.91856 2.93013 -5.07821
C 0.20159 0.96497 -1.93569
C -0.71338 -0.07734 -1.90357
C -1.75902 -0.34075 -2.84062
C -2.43849 -1.43457 -2.36851
C -1.79335 -1.81533 -1.16518
N -0.76953 -1.02831 -0.89765
C 1.21356 1.22736 -1.00131
C 2.00833 2.40071 -0.95982
C 2.77643 2.32799 0.18258
C 2.43812 1.11921 0.80915
N 1.52649 0.45105 0.10900
H -2.03425 4.34594 -4.19817
H -1.80161 2.71012 -2.34810
H 1.91031 1.37688 -3.98500
H 1.67495 2.99435 -5.84841
H -1.95478 0.21644 -3.74193
H -3.29504 -1.91826 -2.80988
H -2.04816 -2.62577 -0.49799
H 1.98652 3.19849 -1.68355
H 3.49082 3.04979 0.54331
H 2.81884 0.72279 1.73591
Cl 0.07645 -2.49438 3.88887
C -1.05488 -1.24904 4.27918
C -1.62504 -1.32698 5.54490
C -2.53487 -0.37976 5.96129
C -2.86929 0.64936 5.09485
C -2.29309 0.71001 3.84305
Cl -2.76601 2.03387 2.82286
C -1.35386 -0.23871 3.37393
S -0.77168 0.06913 1.74764
H -1.33520 -2.14451 6.19063
H -2.97760 -0.43756 6.94591
H -3.57872 1.41456 5.37789
*
```

Summary:
* E_LUMO: -0.9 eV
* highest occupied orbital energy: -7.46 eV

These are the Löwdin partial charges, in e, on atoms 1 to 4: number 1, Rh, carries 0.87; number 2, N, carries 0.20; number 3, C, carries -0.53; number 4, O, carries -0.10